76
Properties=species:S:1:pos:R:3:forces:R:3 method="wB97M-V/def2-TZVPD" homo_lumo_gap_ev="6.19 / 5.97" e_above_lowest_ev=0.000 multiplicity=11 molar_mass_da=937.12 total_energy_ha=-4258.81740 total_charge=+4 lumo_energy_ev="-12.073 / -12.289" e_homo_ev="-18.3 / -18.3"
Ba 4.7055 -0.5159 0.0097 -0.6 1.5 0.7
Ba -3.2061 3.9166 -2.7289 -0.7 -0.9 0.3
Mn -0.7977 5.1907 0.2460 0.9 -1.5 0.3
Mn 1.6456 -1.5066 -2.7638 -1.3 1.1 1.3
O 1.8810 -0.3673 -0.0305 -0.2 0.6 -0.6
O 1.0998 5.0761 -0.2967 -0.6 1.2 -0.1
O -0.0803 -1.2097 -1.7306 0.9 -0.4 -1.0
O -0.7756 3.3168 1.1033 -0.7 -0.2 -1.0
O -0.8020 4.2299 -1.9129 -1.5 0.7 0.0
O 1.8980 0.6765 -3.2649 0.4 -1.2 1.2
O 3.9751 1.8541 -1.5946 -1.0 -1.9 -0.8
O -2.9505 2.1681 -0.4300 2.1 0.8 0.5
N -3.8238 1.4191 -3.5247 0.3 0.7 0.1
N 2.5487 -0.6460 4.4796 0.3 0.2 -0.2
N 4.2536 1.6600 1.7949 -0.1 -0.5 -0.7
N 1.3018 -3.6725 -1.0531 0.5 0.7 -0.8
C 2.6959 3.6191 -1.1588 -2.3 1.5 -1.1
C 5.4638 4.9660 2.9072 0.2 -0.5 -1.0
C -5.7105 -1.9555 -2.7800 -0.6 0.2 -0.7
C 0.7749 0.2463 -0.0287 -0.4 0.0 0.0
C 0.6318 -3.6876 3.3479 0.4 -0.9 -0.5
C 0.0396 -2.4232 2.6963 -0.3 -1.0 1.1
C -1.2890 -5.4087 0.5009 -0.6 0.3 0.3
C -3.7936 -1.0875 -4.1428 1.6 -1.1 -0.7
C 0.2312 -4.0769 -0.9300 -0.6 0.3 0.3
C -4.2200 -2.1373 -3.0965 -1.1 0.4 0.3
C -1.1726 -4.5524 -0.7867 2.4 -0.9 0.2
C 0.5657 2.4943 -2.8675 -0.6 2.2 1.2
C 1.4958 -0.8626 4.0787 0.4 -0.4 0.1
C -2.6484 -6.1018 0.5751 -0.2 -0.1 -0.1
C -0.7032 2.1300 0.5740 0.0 2.1 1.0
C 0.1784 -1.1747 3.5728 -0.8 0.4 -0.4
C 0.4541 1.4329 0.6722 2.7 -1.3 0.0
C 3.9836 5.1141 2.5262 0.5 0.8 0.2
C 1.4445 4.2385 -1.1855 0.9 -1.9 0.4
C -0.3331 -0.2753 -0.9218 -3.4 1.2 -0.3
C 3.7326 2.6112 2.1704 0.3 0.2 0.6
C -1.6598 0.3482 -0.8950 3.6 -1.5 0.6
C 1.7477 1.7900 -2.6549 -0.3 -0.9 -1.9
C 2.8726 2.4045 -1.8418 2.3 0.4 1.9
C 3.1178 3.8358 2.6501 -0.7 1.4 0.1
C -3.8063 0.3072 -3.7970 -0.7 -0.2 0.1
C 0.3083 3.6711 -2.0898 2.5 -1.7 0.2
C -1.8445 1.5563 -0.2049 -2.9 -0.1 -2.0
H 0.7890 -4.4964 2.6224 0.5 0.5 -0.4
H -2.8191 -6.7872 -0.2576 0.2 0.1 -0.2
H -1.2090 -5.1919 -1.6734 -1.0 0.2 -0.1
H 3.6191 5.9443 3.1368 -0.7 -0.6 0.4
H 2.7344 3.8129 3.6708 0.4 -0.9 0.1
H 1.3586 1.8329 1.1197 -0.5 0.4 0.5
H -6.3021 -2.5438 -3.4830 -0.1 -0.1 0.1
H -2.4468 -0.0663 -1.5055 0.0 0.1 0.0
H -2.7484 -1.2497 -4.4531 0.1 -0.1 0.3
H 5.9735 4.4528 2.0862 0.2 0.0 0.1
H 3.8265 5.5529 1.5372 0.5 -0.4 -0.3
H -6.0538 -2.1890 -1.7751 0.4 -0.3 0.0
H 1.5838 -3.4610 3.8268 0.0 -0.2 0.0
H -0.4998 -6.1464 0.6411 0.2 0.1 -0.6
H -1.1509 -4.7013 1.3205 -0.2 -0.1 0.2
H -3.4742 -5.3881 0.5666 0.0 0.0 0.1
H -1.0372 -2.5901 2.6273 0.0 0.2 -0.5
H -0.1201 -0.3086 2.9719 -0.2 0.0 0.2
H -1.7916 -3.6625 -0.7575 -0.4 -0.2 -0.3
H -0.5196 -1.2383 4.4098 0.1 0.0 0.1
H -2.7383 -6.7331 1.4576 0.1 0.2 0.2
H -4.2666 -1.2402 -5.1183 -0.6 0.2 0.3
H -3.6836 -2.0939 -2.1489 0.5 0.2 -0.3
H -6.0232 -0.9243 -2.9670 0.1 0.1 0.1
H 5.6740 4.3798 3.8016 -0.4 0.0 0.2
H -4.0740 -3.1172 -3.5461 0.3 0.0 0.1
H 3.4864 4.0916 -0.5979 0.2 -0.3 0.1
H 0.4742 -2.2696 1.7084 0.0 0.1 -0.1
H 0.0416 -4.3112 4.0257 -0.5 1.1 0.5
H -0.1972 2.1120 -3.5318 0.1 -0.2 0.0
H 2.2097 3.9903 2.0574 0.0 -0.1 -0.2
H 5.9539 5.9283 3.0343 -0.2 0.1 -0.1

88
Properties=species:S:1:pos:R:3:forces:R:3 method="wB97M-V/def2-TZVPD" homo_lumo_gap_ev="5.00 / 6.30" e_above_lowest_ev=1.991 multiplicity=4 molar_mass_da=905.08 total_energy_ha=-5125.38999 total_charge=-1 lumo_energy_ev="2.072 / 0.564" e_homo_ev="-2.9 / -5.7"
Ti -1.1741 1.6706 0.7096 0.2 0.9 0.1
Cl -3.7107 -6.3165 -3.6335 0.0 0.0 0.0
S -1.2663 4.0532 -0.5240 0.1 -0.3 0.2
S -2.9473 3.3772 3.1194 0.1 -0.1 0.1
P -1.0036 -1.1780 1.8454 0.0 0.1 0.0
F -1.6987 -1.0662 0.3873 0.0 -0.2 0.1
F -1.7707 0.2605 2.2415 -0.1 -0.3 0.0
F -0.1636 -2.4522 1.3787 0.0 -0.1 0.1
F 0.1847 -0.1649 1.2031 -0.1 -0.1 -0.1
F -2.2036 -2.0251 2.4159 0.1 0.0 0.0
F -0.2483 -1.1372 3.2429 0.0 0.0 0.0
O -1.9521 3.8599 4.0636 0.0 0.0 0.0
O -3.7734 2.3014 3.5759 0.0 0.0 0.0
O 4.4500 -3.0479 -2.6773 0.0 0.0 -0.1
N -2.9617 1.3849 -0.3080 -0.8 -0.3 -0.5
N -4.1796 1.5315 0.2882 0.2 -0.1 0.3
N 0.2513 2.3680 2.2385 0.6 0.4 0.3
N 2.7776 -0.4766 -0.6797 0.1 0.0 0.3
N 2.2179 1.5824 0.1516 -0.1 0.2 0.1
N -2.2041 3.0665 1.6883 -0.4 0.4 0.1
N -0.2319 0.3385 -3.4089 0.0 0.1 0.1
N 3.1724 -0.4284 0.5937 0.0 0.1 -0.1
N -5.0947 1.3107 -0.5730 -0.2 0.0 -0.1
N 0.9799 0.3404 -2.9636 -0.1 0.3 0.3
N -4.5649 1.0206 -1.7837 0.2 0.0 0.0
N -2.3363 0.8675 -2.5577 0.1 0.0 0.0
N 0.9588 0.7332 -1.7174 -0.3 0.5 -0.6
N -0.2899 1.0864 -1.2934 0.3 -0.9 -0.6
C -3.2729 1.0844 -1.5610 0.0 0.1 0.0
C -0.6401 -3.7696 -3.5853 0.0 0.0 0.0
C -3.8341 4.7544 2.4857 0.0 0.0 0.0
C 2.7194 -3.6738 0.6463 0.1 -0.1 -0.1
C 5.0963 -2.9839 0.2182 0.0 -0.1 0.0
C 3.4246 -2.8216 -1.6851 0.0 0.1 -0.1
C 0.6170 3.1262 3.0167 0.1 -0.5 -0.1
C -1.0091 0.7812 -2.3833 0.2 0.1 0.1
C -1.6599 -4.5949 -4.0258 0.0 0.0 0.0
C 1.0878 4.0969 3.9919 -0.1 0.1 0.0
C 0.7941 5.5203 3.5127 0.0 0.0 0.0
C -0.3734 -3.6064 -2.2266 0.0 0.0 -0.1
C 3.5113 -1.2711 -1.6550 0.1 -0.1 -0.1
C -2.4267 -5.2696 -3.0899 0.0 0.0 0.0
C 4.1911 -5.0489 -0.7767 0.1 -0.1 0.0
C 0.7674 -2.7259 -1.7866 0.0 0.1 0.0
C 2.1003 -3.2875 -2.3120 -0.1 -0.1 0.1
C 3.8368 -3.6027 -0.3983 0.0 0.1 0.1
C 2.2615 0.8501 -1.0564 -0.1 -0.1 0.1
C -3.7779 6.2372 0.5848 0.1 -0.1 0.0
C 2.7530 0.7956 1.0293 -0.1 -0.1 -0.2
C -5.3151 6.6034 2.4311 0.0 0.0 0.0
C -4.8300 5.4805 3.0937 0.0 0.1 0.0
C -2.3169 4.1414 0.8245 0.2 -0.2 0.1
C -1.1660 -4.2887 -1.3133 0.0 0.0 0.0
C -4.7766 6.9694 1.1905 -0.1 0.0 0.1
C -3.2943 5.0877 1.2315 -0.1 0.1 0.0
C -2.1934 -5.1208 -1.7362 0.0 0.0 0.0
H 4.3878 -5.6061 0.1398 0.0 0.0 0.0
H 4.5703 -0.9998 -1.6009 0.0 -0.1 0.0
H 5.4716 -3.6401 1.0046 0.0 0.0 0.0
H 2.3576 -2.7012 0.9541 0.0 0.2 0.0
H 0.7630 -2.6222 -0.7058 0.0 -0.1 0.0
H 2.1550 3.9298 4.1539 0.0 0.0 0.0
H 3.1018 -4.1763 1.5365 0.0 0.0 0.0
H -0.2807 5.6562 3.4251 0.0 0.0 0.0
H -0.0494 -3.2303 -4.3153 0.0 0.0 0.0
H -5.1651 7.8468 0.6891 0.0 0.0 0.0
H 3.3860 -5.5702 -1.2986 0.0 0.0 0.0
H 4.3928 -3.9688 -2.9523 0.0 0.0 0.0
H 5.0992 -5.1018 -1.3797 0.0 0.0 0.0
H 1.2493 5.7080 2.5414 0.0 0.0 0.0
H 2.0479 -4.3811 -2.2604 0.1 0.1 0.0
H 1.8757 -4.2610 0.2851 -0.1 0.0 0.0
H -0.9914 -4.1612 -0.2538 0.0 0.0 0.1
H 1.1879 6.2374 4.2313 0.0 0.0 0.0
H 0.6022 -1.7306 -2.1985 0.1 -0.1 0.1
H 3.1374 -0.9494 -2.6288 0.1 0.0 0.0
H -6.1088 7.1911 2.8702 0.0 0.0 0.0
H -1.8666 -4.7117 -5.0802 0.0 0.0 0.0
H 2.1871 -3.0395 -3.3731 -0.1 0.0 0.0
H -2.8114 -5.6423 -1.0195 0.0 0.0 0.0
H 4.8977 -2.0155 0.6647 0.0 0.1 0.0
H 2.9152 1.3208 -1.8048 0.0 -0.1 0.1
H -2.6889 0.5377 -3.4414 0.0 0.0 0.0
H 5.8789 -2.8787 -0.5344 0.0 0.0 0.0
H -3.3791 6.5181 -0.3802 0.0 0.0 0.0
H 2.8595 1.0515 2.0691 0.0 0.1 0.1
H 0.5521 3.8857 4.9196 0.0 0.0 0.0
H -5.2258 5.1808 4.0540 0.0 0.0 0.1

69
Properties=species:S:1:pos:R:3:forces:R:3 method="wB97M-V/def2-TZVPD" homo_lumo_gap_ev="7.42 / 6.40" multiplicity=3 molar_mass_da=700.65 total_energy_ha=-1868.89173 lumo_energy_ev="0.164 / -0.869" e_homo_ev="-7.3 / -7.3"
Pt 1.1446 -0.9351 -0.5276 -1.3 -0.4 0.7
F 4.9616 -2.5526 4.6901 -0.1 0.0 -0.1
F 2.3771 -2.4625 4.0944 0.1 0.0 -0.2
F 6.1502 -1.7597 0.2080 -0.2 0.0 0.0
F 3.5326 -1.5922 -0.4756 0.4 -0.1 0.3
F 0.3368 -3.7292 -1.1811 0.4 -0.3 0.1
N -0.3547 0.3469 -0.9378 1.0 -1.0 0.0
N 1.5812 -1.9399 1.3066 -0.7 0.7 -1.3
N -1.0231 -1.6800 0.0826 0.7 0.4 -0.2
C -2.6505 0.1223 0.1067 -0.2 0.1 0.0
C 0.3326 2.3653 0.3088 -0.1 -0.3 0.0
C 2.5050 1.9178 1.4605 -0.2 -0.2 0.0
C -3.7084 -0.5986 0.4913 0.2 0.5 0.0
C 3.8843 -1.8566 0.8261 -0.1 0.1 0.2
C 4.6133 -2.3277 3.4104 0.2 0.0 -0.2
C 3.2718 -2.2682 3.0887 -0.2 0.0 -0.1
C -3.1309 -3.0057 -0.0598 0.0 0.0 0.3
C -0.6649 3.9768 -1.7046 0.0 0.0 0.1
C 2.8243 -2.0182 1.7628 1.2 -0.1 0.4
C 0.3457 1.8250 2.7679 0.1 -0.2 -0.2
C 5.6152 -2.1584 2.4674 -0.3 0.0 0.0
C -1.5340 -0.4852 -0.6921 -0.7 -0.1 -0.3
C -2.6907 2.4613 -3.3872 0.1 -0.2 0.0
C -1.2223 2.0794 -3.1763 0.0 0.1 -0.1
C -2.1404 -0.9015 -2.0483 0.1 -0.1 0.1
C -1.0315 -3.7301 -1.3194 -0.4 0.1 0.0
C -0.7267 2.5982 -1.8479 0.0 -0.3 0.0
C 0.3935 3.7480 0.3998 -0.1 0.1 0.0
C 1.0109 1.5852 1.4106 0.0 -0.1 0.1
C -1.6303 -2.9844 -0.1122 0.2 -0.4 -0.5
C -0.1254 4.5645 -0.5818 0.0 0.0 0.0
C -0.3570 2.6103 -4.3235 -0.1 -0.2 0.1
C 5.2158 -1.9250 1.1600 0.0 0.0 0.1
C -0.8544 -1.4398 1.5225 0.4 0.0 0.5
C -3.9688 -2.0089 0.2494 -0.1 -0.5 -0.1
C 0.4066 -2.1057 2.1332 -0.3 0.0 0.0
C -0.2859 1.7480 -0.8071 0.0 1.0 0.2
H 2.9536 1.7316 0.4856 0.1 0.0 -0.1
H -1.3616 -4.7752 -1.3189 -0.1 0.2 0.0
H 0.6827 2.3376 -4.1612 0.1 0.0 0.0
H 0.7329 1.1268 3.5066 0.1 -0.1 0.1
H -3.2936 2.1889 -2.5210 -0.1 0.0 0.0
H 0.9488 0.5160 1.1606 -0.1 0.6 0.4
H 0.5373 -1.6591 3.1258 -0.1 -0.1 -0.1
H -1.2984 -3.5860 0.7495 0.0 0.1 -0.2
H 0.5420 2.8337 3.1237 0.0 0.1 0.1
H -1.1144 0.9969 -3.1825 0.0 0.1 0.0
H 3.0016 1.2887 2.1967 0.1 -0.1 0.1
H -3.0960 1.9635 -4.2661 -0.1 0.0 -0.1
H -0.4180 3.6919 -4.4111 0.0 0.1 0.0
H -5.0196 -2.2684 0.3248 0.0 -0.1 0.0
H -2.6723 -0.0457 -2.4550 0.1 0.0 0.0
H 2.6748 2.9589 1.7258 0.0 0.1 0.0
H -3.5475 -3.9980 -0.1823 -0.1 -0.1 0.0
H -1.2433 -3.2630 -2.2821 -0.2 -0.1 0.2
H 6.6528 -2.2072 2.7397 0.2 0.0 0.0
H -2.5811 1.1770 0.3363 -0.1 0.1 0.1
H -0.7339 1.6961 2.7035 -0.1 0.0 0.0
H -1.7323 -1.8078 2.0709 0.1 0.1 0.0
H -1.0343 4.6033 -2.5015 0.0 0.1 -0.1
H -4.5053 -0.0906 1.0173 0.0 0.1 0.1
H -0.8039 -0.3661 1.6820 0.0 0.0 0.0
H -0.6884 2.1747 -5.2636 0.0 0.0 -0.2
H -2.8590 -1.7051 -1.9405 0.0 0.0 -0.1
H -2.7863 3.5350 -3.5344 0.0 0.1 0.0
H -1.3492 -1.1902 -2.7364 0.1 0.0 0.0
H -0.0719 5.6383 -0.4954 0.0 0.1 0.0
H 0.2204 -3.1789 2.2790 -0.1 0.1 0.1
H 0.8625 4.1979 1.2607 0.1 0.0 0.1